# 1
ORCA calculation (ωB97M-V/def2-TZVPD) on a molecular structure, ClH12NO4.

Summary:
F_max: 5.749 eV/Å
Spin multiplicity: 1

The geometry in XYZ format:
```
18
Properties=species:S:1:pos:R:3:forces:R:3
N -4.3853 -15.8226 6.2012 -0.3 5.6 1.2
H -3.4086 -15.9255 6.4371 0.2 0.8 -0.4
H -4.5805 -16.1194 5.2558 -0.1 0.8 -0.5
H -4.8190 -14.9668 6.5169 0.3 0.6 -0.2
H -4.8185 -16.5426 6.7616 -0.7 -0.2 0.8
Cl -5.1292 -18.0272 7.0432 -2.0 0.3 1.5
O -3.5215 -17.1710 4.8660 2.5 -1.7 -2.7
H -3.0178 -17.7315 4.2759 0.0 -0.3 -0.4
H -3.7932 -17.7527 5.5760 -0.2 -1.0 0.3
O -6.2880 -18.6951 4.7917 -0.9 -0.3 -2.0
H -5.8690 -19.5509 4.7006 0.0 -0.3 -0.1
H -6.0116 -18.3830 5.6533 -0.5 -0.2 -0.3
O -3.6324 -20.1788 6.7073 1.3 -1.5 -1.2
H -2.8214 -19.9746 7.1730 0.1 -0.1 0.3
H -4.1533 -19.3781 6.7701 0.2 -0.7 0.2
O -4.7273 -19.3996 9.0128 0.3 -1.2 2.4
H -5.3297 -19.7974 9.6413 0.0 -0.3 0.4
H -5.2415 -18.7121 8.5895 -0.2 -0.2 0.9
```
Positions in Å, forces in eV/Å.

Atom charges from the Löwdin analysis, given in e for atoms 1 to 4:
1. N 0.115
2. H 0.134
3. H 0.085
4. H 0.142

=====

# 2
ORCA calculation (ωB97M-V/def2-TZVPD) on a molecular structure, ClH12O10.

Summary:
F_max: 6.377 eV/Å
Charge: -1
Spin multiplicity: 1
Energy relative to the best compared isomer or geometry (same formula, charge and spin): 412.1 kJ/mol

The geometry in XYZ format:
```
23
Properties=species:S:1:pos:R:3:forces:R:3
Cl -0.8840 -0.2699 0.1904 -5.4 1.8 -3.0
O -1.2234 1.0429 0.6717 -0.9 -1.6 1.6
O -0.2297 -0.0515 -1.0587 1.1 0.2 -0.7
O -0.0378 -0.9450 1.0639 3.0 -0.1 -1.3
O -2.0075 -1.1110 -0.1571 0.2 0.7 1.3
O 1.7048 -0.0096 2.5398 0.7 0.2 1.1
H 1.7099 0.9451 2.4713 0.1 0.3 -0.2
H 0.9479 -0.2834 2.0217 0.5 0.2 0.1
O -0.3897 2.5166 -0.9906 -3.2 3.2 -2.5
H -0.7605 2.8623 -0.1786 -0.4 0.1 0.1
H -0.9548 1.7780 -1.2171 0.1 -0.1 -0.1
O -1.2052 -1.8041 2.7239 -1.7 -1.2 2.6
H -0.7263 -1.2651 2.0944 -0.5 -0.7 1.2
H -0.8899 -1.5116 3.5791 0.0 -0.1 0.3
O 0.9191 -2.3415 -0.7375 0.6 -1.1 -0.2
H 0.1008 -1.8457 -0.7078 0.5 -0.9 -0.6
H 1.1384 -2.3871 -1.6681 0.0 0.0 -0.3
O 1.4544 1.7261 -0.0945 3.9 -0.8 2.1
H 0.8230 2.3244 -0.4940 0.6 -0.4 -0.2
H 1.0039 0.8818 -0.0720 0.8 0.5 -0.3
O -0.2089 -0.3999 -3.5520 -0.1 -0.3 -1.2
H -0.3925 -0.3170 -2.6163 -0.1 -0.1 0.2
H 0.1080 0.4651 -3.8120 0.1 0.1 0.0
```
Positions in Å, forces in eV/Å.

Atom charges from the Löwdin analysis, given in e for atoms 1 to 4:
1. Cl 0.743
2. O -0.278
3. O -0.388
4. O -0.305

=====

Calculated frontier orbital gap, 10.0; 9.9 eV (same order as the records).